{"formula": "C54H151B2CdN9O22", "method": "ωB97M-V/def2-TZVPD", "symbols": ["Cd", "B", "H", "H", "H", "H", "B", "H", "H", "H", "H", "C", "C", "C", "O", "C", "N", "H", "H", "H", "H", "H", "H", "H", "H", "H", "H", "H", "C", "C", "C", "O", "C", "N", "H", "H", "H", "H", "H", "H", "H", "H", "H", "H", "H", "C", "C", "C", "O", "C", "N", "H", "H", "H", "H", "H", "H", "H", "H", "H", "H", "H", "C", "C", "C", "O", "C", "N", "H", "H", "H", "H", "H", "H", "H", "H", "H", "H", "H", "C", "C", "O", "O", "H", "H", "H", "H", "H", "H", "C", "C", "O", "O", "H", "H", "H", "H", "H", "H", "C", "C", "O", "O", "H", "H", "H", "H", "H", "H", "C", "C", "O", "O", "H", "H", "H", "H", "H", "H", "C", "O", "C", "C", "N", "C", "C", "O", "C", "H", "H", "H", "H", "H", "H", "H", "H", "H", "H", "H", "H", "H", "H", "H", "C", "O", "C", "C", "N", "C", "C", "O", "C", "H", "H", "H", "H", "H", "H", "H", "H", "H", "H", "H", "H", "H", "H", "H", "C", "O", "C", "C", "N", "C", "C", "O", "C", "H", "H", "H", "H", "H", "H", "H", "H", "H", "H", "H", "H", "H", "H", "H", "C", "O", "C", "C", "N", "C", "C", "O", "C", "H", "H", "H", "H", "H", "H", "H", "H", "H", "H", "H", "H", "H", "H", "H", "C", "O", "C", "C", "N", "C", "C", "O", "C", "H", "H", "H", "H", "H", "H", "H", "H", "H", "H", "H", "H", "H", "H", "H"], "coordinates": [[0.296, -1.662, -2.054], [0.750, -0.543, -0.132], [-0.749, -0.950, 0.224], [1.247, 0.085, 0.776], [1.861, -1.983, -0.181], [0.993, 0.668, -1.478], [0.502, -3.887, -2.205], [2.031, -3.582, -2.179], [0.350, -5.060, -2.635], [-0.172, -3.673, -0.790], [-0.518, -3.518, -3.824], [3.586, 2.088, -5.974], [4.285, 3.104, -5.014], [4.188, 2.695, -3.542], [2.883, 2.786, -3.021], [2.784, 2.549, -1.614], [5.687, 3.187, -5.408], [2.538, 1.959, -5.718], [4.103, 1.126, -5.992], [3.657, 2.519, -6.974], [3.684, 4.018, -5.084], [4.737, 3.430, -2.940], [4.601, 1.723, -3.249], [3.392, 3.292, -1.104], [2.956, 1.500, -1.404], [1.741, 2.680, -1.308], [5.912, 3.471, -6.348], [6.089, 3.887, -4.791], [-1.239, 4.492, 5.679], [-0.877, 3.389, 4.651], [-1.002, 2.006, 5.243], [-0.742, 1.080, 4.185], [-0.953, -0.256, 4.587], [-1.749, 3.520, 3.445], [-2.279, 4.373, 5.951], [-1.081, 5.467, 5.212], [-0.547, 4.555, 6.518], [0.127, 3.629, 4.307], [-2.002, 1.901, 5.655], [-0.259, 1.872, 6.032], [-2.003, -0.323, 4.893], [-0.347, -0.700, 5.383], [-0.833, -0.785, 3.643], [-1.427, 3.026, 2.623], [-2.721, 3.264, 3.576], [-0.388, -3.839, 4.025], [-1.000, -5.268, 4.133], [-1.971, -5.545, 3.022], [-3.177, -4.773, 3.140], [-4.105, -5.087, 2.158], [0.050, -6.285, 4.063], [0.255, -3.648, 4.893], [-1.103, -3.025, 3.950], [0.282, -3.759, 3.166], [-1.500, -5.324, 5.101], [-2.251, -6.573, 3.215], [-1.487, -5.396, 2.063], [-4.960, -4.412, 2.237], [-4.514, -6.091, 2.316], [-3.708, -5.000, 1.140], [0.834, -6.080, 4.666], [0.369, -6.375, 3.095], [6.928, -2.644, 5.612], [5.520, -2.930, 6.075], [4.642, -3.453, 4.892], [4.026, -2.322, 4.283], [3.281, -2.593, 3.122], [5.503, -3.909, 7.179], [7.493, -2.336, 6.496], [6.857, -1.779, 4.965], [7.400, -3.552, 5.253], [4.974, -2.087, 6.491], [3.763, -3.969, 5.260], [5.310, -3.902, 4.159], [2.569, -3.396, 3.302], [3.894, -2.856, 2.253], [2.786, -1.705, 2.724], [5.838, -4.800, 6.833], [6.154, -3.680, 7.925], [2.461, -5.721, -0.299], [1.298, -6.448, 0.296], [0.010, -5.791, 0.030], [2.621, -6.024, -1.714], [3.324, -6.142, 0.218], [2.364, -4.684, 0.013], [1.358, -6.350, 1.375], [1.522, -7.452, -0.045], [0.048, -5.412, -0.856], [2.056, -5.483, -2.274], [2.560, 0.897, 4.312], [2.458, 1.418, 2.904], [3.123, 2.656, 2.707], [3.861, 0.528, 4.704], [1.797, 0.125, 4.469], [2.332, 1.747, 4.953], [1.412, 1.568, 2.627], [2.857, 0.737, 2.149], [4.080, 2.556, 2.828], [4.046, -0.409, 4.518], [-0.159, 4.092, -4.600], [0.171, 4.953, -3.414], [-0.855, 5.951, -3.291], [-1.243, 3.190, -4.379], [0.721, 3.480, -4.802], [-0.325, 4.675, -5.508], [1.112, 5.439, -3.673], [0.253, 4.344, -2.520], [-1.297, 5.709, -2.446], [-2.081, 3.689, -4.423], [1.340, 6.007, 2.299], [0.176, 5.398, 1.476], [-1.103, 5.786, 2.018], [2.571, 5.522, 1.762], [1.186, 5.768, 3.346], [1.391, 7.053, 2.003], [0.346, 4.343, 1.628], [0.316, 5.799, 0.487], [-1.558, 5.141, 2.598], [2.627, 4.599, 2.075], [-2.600, -2.990, -1.380], [-1.897, -1.823, -1.692], [-2.528, -0.988, -2.637], [-1.654, 0.117, -3.152], [-0.403, -0.458, -3.756], [0.688, 0.463, -4.041], [2.010, -0.234, -4.060], [2.220, -1.064, -2.934], [3.410, -1.701, -2.733], [-2.709, -3.605, -2.276], [-3.522, -2.633, -0.947], [-2.013, -3.585, -0.678], [-3.373, -0.558, -2.106], [-2.869, -1.577, -3.483], [-1.385, 0.839, -2.380], [-2.190, 0.701, -3.900], [-0.556, -1.167, -4.469], [0.558, 1.118, -3.178], [0.600, 0.993, -4.993], [2.770, 0.530, -4.191], [2.078, -0.895, -4.931], [3.484, -2.301, -3.638], [3.350, -2.225, -1.788], [4.178, -0.912, -2.709], [-1.168, 1.774, 0.510], [-2.013, 2.904, 0.384], [-2.472, 3.126, -0.935], [-3.191, 4.439, -0.918], [-2.212, 5.519, -0.939], [-2.779, 6.881, -1.042], [-1.729, 7.960, -0.939], [-2.290, 9.109, -1.530], [-1.564, 10.289, -1.343], [-0.994, 1.737, 1.575], [-0.281, 1.896, -0.101], [-1.700, 0.859, 0.225], [-3.102, 2.284, -1.238], [-1.637, 3.172, -1.638], [-3.813, 4.443, -0.029], [-3.722, 4.606, -1.848], [-1.706, 5.490, -0.058], [-3.441, 7.067, -0.201], [-3.237, 7.057, -2.006], [-0.857, 7.589, -1.484], [-1.482, 8.247, 0.088], [-2.190, 11.066, -1.773], [-0.675, 10.317, -1.975], [-1.382, 10.430, -0.290], [-5.701, 1.829, 0.056], [-6.082, 2.118, -1.273], [-6.327, 0.997, -2.055], [-6.499, 1.401, -3.501], [-5.281, 2.008, -4.054], [-5.476, 2.623, -5.396], [-4.188, 3.237, -5.860], [-3.679, 4.296, -5.059], [-4.450, 5.503, -5.011], [-4.799, 1.216, 0.125], [-6.500, 1.371, 0.637], [-5.492, 2.813, 0.475], [-7.232, 0.453, -1.756], [-5.521, 0.277, -1.881], [-7.432, 1.973, -3.534], [-6.736, 0.488, -4.049], [-5.022, 2.644, -3.307], [-6.246, 3.391, -5.460], [-5.774, 1.853, -6.101], [-4.395, 3.530, -6.896], [-3.351, 2.552, -5.768], [-3.825, 6.335, -4.691], [-5.341, 5.303, -4.429], [-4.821, 5.812, -5.995], [5.461, -0.437, 0.202], [6.267, -0.858, 1.291], [7.486, -1.527, 0.944], [7.329, -2.941, 0.490], [6.798, -3.830, 1.506], [6.580, -5.183, 0.928], [6.677, -6.286, 1.956], [6.125, -7.472, 1.459], [7.009, -8.204, 0.547], [5.186, -1.332, -0.355], [6.015, 0.226, -0.462], [4.526, -0.012, 0.559], [8.090, -1.365, 1.834], [7.924, -1.019, 0.084], [8.356, -3.308, 0.406], [6.845, -3.091, -0.471], [5.869, -3.542, 1.804], [7.407, -5.222, 0.215], [5.698, -5.428, 0.316], [5.962, -6.105, 2.766], [7.687, -6.523, 2.253], [6.910, -9.286, 0.592], [8.042, -7.956, 0.760], [6.911, -8.012, -0.527], [-5.821, -2.471, -3.644], [-6.048, -2.401, -2.263], [-6.439, -3.626, -1.689], [-7.046, -3.349, -0.320], [-6.096, -2.710, 0.614], [-6.760, -1.900, 1.584], [-5.898, -1.538, 2.779], [-4.763, -0.743, 2.467], [-3.572, -1.373, 2.054], [-5.122, -1.718, -3.998], [-6.755, -2.320, -4.198], [-5.512, -3.473, -3.953], [-5.627, -4.345, -1.588], [-7.160, -4.094, -2.372], [-7.457, -4.267, 0.091], [-7.986, -2.816, -0.512], [-5.542, -2.090, 0.028], [-7.529, -2.572, 1.966], [-7.243, -1.037, 1.113], [-5.576, -2.478, 3.229], [-6.535, -0.977, 3.463], [-3.247, -2.111, 2.795], [-2.848, -0.567, 2.109], [-3.641, -1.920, 1.113]], "atomic_forces_ev_per_a": [[0.439, -0.716, 1.120], [-0.172, 0.046, 0.958], [3.528, 0.704, -1.005], [-0.315, -0.346, -0.497], [-2.019, 2.454, -0.301], [-0.834, -2.694, 2.379], [0.579, -1.707, -0.267], [-3.795, -0.439, -0.312], [0.094, 1.086, 0.815], [1.572, 0.041, -3.500], [1.493, 0.297, 2.393], [0.593, 0.804, 0.339], [-1.240, -1.711, -0.903], [0.436, 0.602, 1.406], [-1.277, -0.159, -0.638], [-0.446, 0.387, -0.959], [0.151, 0.495, 1.547], [-0.058, 0.046, -0.050], [-0.007, 0.052, 0.142], [-0.172, -0.125, -0.109], [0.292, 0.324, -0.076], [0.670, 0.078, -0.196], [0.243, -0.216, -0.648], [0.315, -0.290, 0.453], [0.770, -0.194, 0.345], [0.097, 0.363, -0.280], [-0.599, 0.016, -0.284], [0.444, -0.122, -0.199], [0.594, -0.006, -1.083], [-0.957, 0.892, -0.428], [1.110, 0.145, -0.817], [0.314, 0.389, 1.213], [-1.093, 0.031, -1.038], [0.155, 0.694, 0.465], [-0.175, 0.176, 0.474], [-0.425, -0.079, -0.262], [-0.253, -0.638, 0.321], [0.265, -0.470, -0.071], [-0.382, -0.332, 0.079], [-0.025, -0.103, 0.255], [-0.063, -0.389, 0.091], [0.438, 0.507, -0.050], [0.081, -0.534, 0.275], [0.104, -0.047, 0.379], [0.094, -0.116, 0.331], [0.306, -0.371, 0.239], [1.055, 1.810, 0.150], [-1.101, -0.180, 0.876], [1.305, 0.497, 0.397], [-0.852, -0.194, -0.197], [-0.434, -0.355, -0.403], [-0.173, 0.010, 0.041], [-0.337, -0.102, 0.075], [-0.147, -0.168, -0.260], [-0.131, -0.229, -0.058], [-0.066, -0.663, -0.679], [-0.016, -0.098, -0.433], [0.275, 0.119, -0.001], [0.161, -0.277, -0.187], [0.098, -0.053, 0.006], [-0.004, 0.105, -0.090], [0.047, 0.057, 0.531], [-0.473, 0.864, 1.154], [-0.779, -1.244, 0.276], [-0.074, 1.592, 0.747], [0.300, 1.309, -0.437], [0.253, -0.158, -0.640], [-0.269, -0.658, -0.286], [0.143, 0.123, -0.081], [0.610, -0.136, -0.753], [0.024, 0.131, -0.628], [0.294, 0.558, -0.279], [0.417, -1.302, 0.158], [-0.286, -0.801, -0.074], [-0.273, -0.069, -0.032], [0.423, -0.441, 0.162], [-0.250, 0.160, 0.716], [-0.052, -0.220, -0.035], [-0.073, 0.386, -0.162], [0.063, -0.314, -0.486], [-0.721, 1.415, 0.058], [1.101, -1.620, 0.208], [0.559, 0.003, 1.363], [0.351, 0.084, -0.275], [0.267, 0.626, -0.729], [0.335, -0.449, 0.201], [-1.337, -0.703, -0.009], [-0.059, -0.256, -0.068], [-0.122, 0.214, 0.354], [-0.084, 0.384, 0.197], [0.197, -0.162, -0.782], [0.228, 0.724, 0.108], [0.386, -0.294, -0.153], [0.227, -0.112, 0.045], [-0.385, 0.054, 0.171], [0.000, 0.148, 0.221], [0.033, -0.497, 0.186], [-0.382, -0.209, 0.114], [-0.197, 0.106, -0.029], [0.180, -1.000, -0.112], [-0.878, 0.926, -1.344], [0.574, -0.639, 0.355], [-0.012, 0.102, 0.103], [0.085, -0.278, -0.014], [-0.147, 0.336, 0.121], [0.246, 0.098, 0.430], [0.163, -0.055, 0.281], [-0.283, 0.200, 0.072], [0.326, 0.090, 0.001], [-0.173, 0.263, -2.003], [-0.121, 0.502, 2.722], [0.448, 1.070, -1.107], [-0.279, -0.968, 0.788], [0.194, 0.385, 0.362], [-0.299, 0.380, 1.015], [-0.275, -0.745, -0.843], [-0.331, -0.448, -0.661], [0.757, -0.643, -0.115], [0.396, 0.196, -0.316], [-0.081, -0.224, -0.014], [0.638, 0.662, -0.264], [-0.780, 0.037, 0.237], [0.890, 0.120, -1.050], [-0.846, -0.088, -0.076], [-0.968, 0.048, 0.555], [0.969, -0.758, -0.607], [-2.038, 2.043, 0.419], [1.182, 0.801, -1.314], [-0.412, -0.013, -0.077], [-0.676, -0.617, 0.088], [-0.240, 0.320, 0.136], [-0.507, 0.253, -0.339], [-0.238, -0.313, -0.164], [0.308, -0.205, 0.113], [-0.302, -0.038, 0.023], [-0.327, 0.279, -0.056], [0.816, 0.734, -0.502], [-0.270, 0.220, 0.169], [0.294, -0.071, 0.420], [-0.062, 0.028, -0.354], [1.100, -0.853, 0.293], [0.205, -0.262, -0.051], [0.356, -0.492, 0.090], [-1.178, 0.523, -0.041], [-0.024, 0.188, -0.096], [0.266, -0.408, 0.181], [0.519, 0.539, -0.777], [0.492, 0.801, 0.417], [0.176, -0.347, 1.005], [0.413, 0.148, -0.138], [-0.462, -0.354, -0.534], [-0.496, -0.073, -1.045], [0.712, -0.581, 0.144], [0.347, -0.100, 0.100], [0.064, 0.073, -0.094], [-0.321, -0.011, -0.096], [0.179, -0.006, -0.097], [-0.532, 0.260, 0.053], [-0.772, -0.439, -0.034], [0.064, -0.018, 0.079], [-0.811, -0.075, -0.166], [-0.462, -0.315, -0.161], [0.352, 0.413, 0.051], [0.227, -0.534, 0.194], [-0.164, 0.309, 0.411], [0.533, -0.225, 0.381], [0.400, 0.408, 0.401], [0.032, 0.822, -0.037], [-0.005, 0.515, 0.153], [0.037, -0.895, -0.028], [0.116, -0.852, -0.133], [-1.330, -0.097, 0.015], [0.554, -0.143, 1.685], [0.361, 0.049, -0.017], [-0.399, 0.880, -0.177], [-0.146, -0.555, -0.777], [0.025, -0.148, -0.125], [-0.179, -0.221, -0.039], [0.109, -0.164, 0.294], [-0.202, 0.163, 0.197], [0.267, -0.120, -0.408], [0.180, 0.655, -0.247], [0.074, -0.159, -0.153], [0.452, 0.628, -0.612], [-0.425, 0.139, 0.351], [0.079, -0.288, -0.050], [0.587, 0.356, -0.113], [-0.199, -0.537, -0.558], [0.000, -0.327, 0.580], [-0.095, 0.472, 0.605], [0.173, -0.329, -0.278], [0.408, -1.267, 0.076], [-0.252, 0.223, 0.309], [-1.161, 1.209, -0.508], [0.857, -0.920, 1.159], [-1.885, -1.138, 0.073], [1.576, 0.404, -0.319], [-1.014, -0.200, -0.194], [0.506, -2.365, -2.000], [-0.145, 0.595, 0.110], [-0.181, -0.027, -0.440], [-0.050, 0.335, -0.057], [0.205, 0.290, 0.213], [0.278, -0.547, -0.108], [0.365, 0.414, 0.032], [0.177, 0.140, -0.589], [-0.238, 0.446, -0.352], [0.227, 0.582, 0.141], [0.105, -0.752, -0.067], [-0.323, 0.817, 0.260], [0.696, 0.563, 0.413], [0.439, 0.530, 0.642], [-0.433, -0.005, 0.746], [0.340, 0.019, 0.351], [-0.616, 0.672, 0.148], [-0.691, -0.502, -0.713], [0.670, 0.490, 0.332], [-0.509, -0.250, 0.215], [-0.389, -0.115, -0.349], [0.345, -0.344, -1.944], [-0.580, -0.281, 0.564], [0.364, -0.239, -0.687], [-0.910, 0.530, -0.065], [0.007, -0.387, 1.105], [0.167, 0.025, 0.340], [-0.166, 0.187, 0.089], [0.505, 0.022, 0.094], [0.569, 0.109, -0.103], [-0.270, -0.080, 0.355], [0.458, -0.505, 0.262], [0.204, 0.861, 0.152], [0.145, -0.088, 0.067], [-0.486, 0.317, 0.360], [-0.083, 0.215, 0.217], [0.066, -0.015, 0.313], [0.262, 0.096, 0.206], [-0.085, -0.165, 0.076], [0.329, -0.045, -0.677], [0.081, 0.402, -0.244]], "e_tot_ev": -122797.8473, "e_homo_ev": -8.87, "fmax_ha_per_bohr": 0.075, "homo_lumo_gap_ev": 8.842}